Run P
The following is a DFT calculation (wB97M-V/def2-TZVPD) of a molecular structure, C12H6Cl2N3O7Ru.

Computed properties:
**Charge**: -1
**Frontier orbital gap**: 6.8 eV
**E_HOMO**: -0.18273 Eh

Last column: Löwdin charge in e.
Positions of all 31 atoms, in Å:
Ru (1.232, -0.880, -0.511)  1.13
O (-3.412, -0.030, -0.707)  0.04
C (-3.225, -0.804, 0.203)  -0.39
C (-3.948, -2.098, 0.693)  -0.23
O (-4.892, -2.735, 0.336)  0.13
C (-2.929, -2.154, 1.874)  -0.38
C (-2.310, -0.984, 1.301)  -0.41
O (0.385, -0.926, 1.397)  -0.75
C (-3.145, 2.358, 1.176)  0.02
O (-3.652, 3.157, 0.567)  0.05
O (-2.755, -2.885, 2.818)  0.06
N (2.952, -2.028, 0.270)  -0.08
N (3.688, -2.496, -0.843)  -0.01
C (3.399, -1.915, -2.116)  -0.73
O (4.223, -2.092, -2.994)  0.02
O (2.272, -1.301, -2.214)  -0.17
H (3.439, -1.291, 0.775)  0.09
H (2.752, -2.797, 0.898)  0.10
H (4.681, -2.592, -0.692)  0.12
Cl (0.811, 2.942, 2.525)  0.59
C (0.946, 2.594, 0.807)  -0.71
C (0.096, 3.321, -0.103)  -0.17
C (-0.564, 2.781, -1.146)  -0.13
C (-0.653, 1.381, -1.531)  -0.18
C (0.068, 0.344, -1.166)  -0.12
Cl (-0.953, -0.121, 1.827)  1.07
C (1.752, 1.601, 0.430)  -0.31
N (2.432, 0.728, -0.031)  0.03
H (-0.061, 4.374, 0.110)  0.09
H (-1.162, 3.452, -1.751)  0.10
H (-1.465, 1.098, -2.201)  0.11

Run Q
The following is a DFT calculation (wB97M-V/def2-TZVPD) of a molecular structure, C12H6Cl2N3O7Ru.

Computed properties:
**Charge**: -1
**Frontier orbital gap (spin up / spin down)**: 4.0 / 4.0 eV
**E_HOMO (spin up / spin down)**: -0.12050 / -0.11994 Eh

Last column: Löwdin charge in e.
Positions of all 31 atoms, in Å:
Ru (-0.252, 0.166, -0.360)  1.22
O (1.919, 5.729, -1.049)  0.10
C (1.539, 4.594, -0.928)  -0.28
C (0.065, 4.165, -0.883)  -0.27
O (-0.888, 4.889, -0.966)  0.11
C (0.065, 2.660, -0.781)  -0.42
C (1.463, 2.238, -0.725)  -0.32
O (1.692, 0.987, -0.587)  -0.10
C (2.400, 3.343, -0.835)  -0.33
O (3.622, 3.303, -0.858)  0.03
O (-0.754, 1.893, -1.445)  -0.15
N (0.531, 0.035, 2.055)  0.01
N (0.654, 1.300, 2.646)  0.01
C (0.364, 2.418, 1.861)  -0.64
O (0.838, 3.501, 2.138)  0.11
O (-0.449, 2.172, 0.859)  -0.09
H (0.080, -0.615, 2.684)  0.10
H (1.420, -0.337, 1.737)  0.09
H (1.452, 1.452, 3.247)  0.14
Cl (1.696, -4.203, -0.865)  0.68
C (-0.010, -3.919, -0.752)  -0.61
C (-0.871, -5.000, -0.787)  -0.12
C (-2.245, -4.811, -0.697)  -0.09
C (-2.758, -3.530, -0.559)  -0.11
C (-1.865, -2.482, -0.518)  -0.55
Cl (-2.425, -0.834, -0.307)  0.77
C (-0.477, -2.596, -0.626)  -0.45
N (0.384, -1.512, -0.600)  -0.14
H (-0.458, -5.995, -0.889)  0.10
H (-2.911, -5.663, -0.731)  0.10
H (-3.822, -3.351, -0.479)  0.11

Which is the most stable structure? run Q is the most stable.

Run P
The following is a DFT calculation (wB97M-V/def2-TZVPD) of 2 unconnected molecules or ions with the total composition C3H3NO3.

Computed properties:
**2S+1**: 3
**Frontier orbital gap (spin up / spin down)**: 6.8 / 7.5 eV
**E_HOMO (spin up / spin down)**: -0.22713 / -0.35368 Eh

Last column: Mulliken spin population.
Positions of all 10 atoms, in Å:
C (0.029, 0.831, -0.116)  0.63
C (-0.888, -1.208, 0.899)  0.11
C (0.841, 0.182, -1.100)  0.17
N (-0.839, -0.274, 1.668)  0.17
O (-0.447, 1.772, 0.353)  0.15
O (-0.464, -2.162, 0.344)  0.16
O (-1.369, 0.773, 2.056)  0.61
H (0.990, -0.877, -0.870)  0.01
H (1.802, 0.699, -1.164)  0.00
H (0.345, 0.265, -2.069)  -0.01

Run Q
The following is a DFT calculation (wB97M-V/def2-TZVPD) of C3H3NO3 in the gas phase.

Computed properties:
**2S+1**: 3
**Frontier orbital gap (spin up / spin down)**: 7.0 / 7.7 eV
**E_HOMO (spin up / spin down)**: -0.24230 / -0.35219 Eh

Last column: Mulliken spin population.
Positions of all 10 atoms, in Å:
C (1.361, 0.518, -0.623)  0.07
C (-1.782, 0.129, 0.298)  1.49
C (-0.300, -0.130, -0.425)  0.06
N (-1.651, -0.468, 1.490)  0.20
O (1.510, 0.685, -1.932)  0.00
O (-0.306, -1.155, -1.052)  0.11
O (2.110, 0.783, 0.277)  0.02
H (-1.021, -1.016, 1.922)  0.02
H (2.508, 1.068, -2.117)  0.01
H (-2.429, -0.414, 2.163)  0.01

Which is the most stable structure? run Q is the most stable.

Run P
The following is a DFT calculation (wB97M-V/def2-TZVPD) of 2 unconnected molecules or ions with the total composition C6H9N2O2.

Computed properties:
**Charge**: -1
**Frontier orbital gap**: 7.0 eV
**E_HOMO**: -0.13772 Eh

Last column: Löwdin charge in e.
Positions of all 19 atoms, in Å:
C (-1.611, -2.745, 0.081)  -0.06
C (-1.267, -1.365, -0.401)  -0.38
C (-0.885, 0.763, -0.372)  -0.18
C (-0.907, -1.027, -1.685)  -0.09
N (-1.173, -0.262, 0.396)  0.09
N (-0.616, 0.312, -1.640)  0.05
H (-0.725, 1.792, -0.089)  0.12
H (-1.114, -2.860, 1.043)  0.08
H (-1.637, -3.305, -0.846)  0.07
H (-0.117, 0.880, -2.306)  0.15
H (-1.025, -1.615, -2.578)  0.10
H (-2.665, -2.735, 0.407)  0.07
C (1.606, 1.443, 1.663)  -0.05
C (2.430, 2.089, 0.432)  -0.79
O (2.064, 3.211, 0.040)  -0.12
O (3.285, 1.287, -0.004)  -0.12
H (2.253, 0.635, 1.993)  0.05
H (0.570, 1.332, 1.395)  -0.01
H (1.532, 2.171, 2.471)  0.04

Run Q
The following is a DFT calculation (wB97M-V/def2-TZVPD) of 2 unconnected molecules or ions with the total composition C6H9N2O2.

Computed properties:
**Charge**: -1
**Frontier orbital gap**: 8.6 eV
**E_HOMO**: -0.17860 Eh

Last column: Löwdin charge in e.
Positions of all 19 atoms, in Å:
C (1.670, -3.094, -1.514)  -0.08
C (0.596, 0.239, -0.944)  -0.26
C (0.760, -1.487, 0.315)  -0.11
C (1.260, -1.781, -0.923)  -0.40
N (0.363, -0.182, 0.293)  0.04
N (1.139, -0.678, -1.729)  0.06
H (-0.004, 0.486, 1.135)  0.08
H (0.466, 1.248, -1.308)  0.10
H (0.849, -2.087, 1.208)  0.10
H (2.529, -3.526, -0.987)  0.06
H (2.011, -3.020, -2.543)  0.06
H (0.854, -3.801, -1.510)  0.06
C (-2.158, 2.566, 0.669)  -0.03
C (-1.279, 2.518, 1.924)  -0.73
O (-0.441, 1.549, 1.917)  -0.10
O (-1.398, 3.355, 2.816)  -0.03
H (-1.534, 2.446, -0.202)  0.05
H (-2.774, 3.468, 0.599)  0.06
H (-2.908, 1.782, 0.783)  0.07

Which is the most stable structure? run Q is the most stable.

Run P
The following is a DFT calculation (wB97M-V/def2-TZVPD) of 2 unconnected molecules or ions with the total composition C4H11NS2.

Computed properties:
**Frontier orbital gap**: 9.5 eV
**E_HOMO**: -0.32011 Eh

Last column: Löwdin charge in e.
Positions of all 18 atoms, in Å:
C (-0.098, -1.702, 1.664)  -0.10
C (1.388, -1.393, 1.824)  -0.29
C (2.569, 0.537, 2.315)  -0.05
N (1.647, 0.045, 1.613)  -0.06
H (-0.350, -2.748, 1.826)  0.07
H (-0.633, -1.070, 2.369)  0.08
H (-0.368, -1.451, 0.639)  0.03
H (1.940, -1.932, 1.050)  0.11
H (1.787, -1.651, 2.810)  0.10
H (3.164, -0.060, 3.015)  0.08
H (2.763, 1.604, 2.266)  0.07
C (-0.720, -0.233, -3.015)  -0.50
S (-1.751, 0.095, -1.564)  0.34
S (-0.583, 1.492, -0.557)  0.32
H (-0.633, 0.641, -3.660)  0.03
H (-1.222, -1.025, -3.574)  0.02
H (0.268, -0.555, -2.695)  0.02
H (0.015, 0.620, 0.274)  -0.26

Run Q
The following is a DFT calculation (wB97M-V/def2-TZVPD) of C4H11NS2 in the gas phase.

Computed properties:
**Frontier orbital gap**: 8.1 eV
**E_HOMO**: -0.30052 Eh

Last column: Löwdin charge in e.
Positions of all 18 atoms, in Å:
S (-2.235, -1.455, -1.974)  0.29
S (-1.605, 0.611, -1.898)  0.40
C (-1.069, 1.654, -0.465)  -0.47
C (-1.121, 0.681, 0.795)  -0.24
C (0.103, -0.272, 0.734)  -0.28
N (1.219, 0.079, -0.110)  -0.14
C (2.431, -0.675, 0.244)  -0.14
H (-1.927, -2.024, -0.786)  -0.22
H (-1.827, 2.445, -0.351)  0.07
H (-0.065, 1.956, -0.709)  0.04
H (-2.047, 0.139, 0.731)  0.07
H (-1.230, 1.263, 1.718)  0.10
H (0.388, -0.542, 1.755)  0.12
H (-0.363, -1.199, 0.294)  0.08
H (1.085, -0.091, -1.100)  0.08
H (2.810, -0.286, 1.191)  0.07
H (3.158, -0.528, -0.547)  0.08
H (2.296, -1.755, 0.478)  0.08

Which is the most stable structure? run P is the most stable.

Run P
The following is a DFT calculation (wB97M-V/def2-TZVPD) of a molecular structure, C30H26MoN4O3Sb.

Computed properties:
**Charge**: +3
**2S+1**: 3
**Frontier orbital gap (spin up / spin down)**: 6.1 / 6.2 eV
**E_HOMO (spin up / spin down)**: -0.62014 / -0.62011 Eh

Last column: Mulliken spin population.
Positions of all 65 atoms, in Å:
Mo (-0.385, -0.124, 1.432)  2.22
O (0.609, 1.570, 1.317)  -0.01
N (0.691, 2.257, 0.198)  -0.01
N (0.002, 1.730, -0.700)  0.03
O (-0.583, 0.556, -0.454)  0.03
C (-0.156, 2.320, -2.002)  0.00
C (-0.220, 1.476, -3.102)  0.00
C (-0.347, 2.060, -4.350)  0.00
C (-0.416, 3.444, -4.470)  0.01
C (-0.357, 4.262, -3.348)  0.00
C (-0.225, 3.704, -2.087)  0.01
H (-0.160, 0.402, -2.992)  0.00
H (-0.390, 1.437, -5.232)  0.00
H (-0.522, 3.889, -5.450)  0.00
H (-0.427, 5.335, -3.452)  0.00
H (-0.195, 4.320, -1.200)  0.00
C (7.075, -3.694, 1.639)  0.00
C (6.834, -2.611, 2.489)  0.00
C (5.859, -1.692, 2.173)  0.00
C (5.088, -1.866, 1.006)  0.00
C (5.330, -2.980, 0.169)  0.00
C (6.333, -3.877, 0.476)  0.00
Sb (3.751, -0.522, 0.234)  0.00
C (0.555, -1.571, 2.344)  -0.17
C (1.191, -2.817, 2.391)  -0.04
C (1.364, -3.394, 3.631)  0.00
C (0.936, -2.745, 4.803)  -0.01
C (0.325, -1.504, 4.772)  0.02
C (0.135, -0.927, 3.518)  -0.03
C (3.961, 1.139, 1.474)  0.00
C (4.154, 2.349, 0.797)  0.00
C (4.356, 3.518, 1.515)  0.00
C (4.313, 3.491, 2.902)  0.00
C (4.073, 2.298, 3.580)  0.00
C (3.906, 1.121, 2.872)  0.00
H (7.859, -4.398, 1.887)  0.00
H (7.434, -2.485, 3.380)  0.00
H (5.714, -0.824, 2.802)  0.00
H (4.739, -3.133, -0.728)  0.00
H (6.540, -4.712, -0.178)  0.00
H (1.502, -3.325, 1.488)  0.00
H (1.822, -4.371, 3.711)  0.00
H (1.085, -3.238, 5.756)  0.00
H (0.006, -1.005, 5.676)  0.00
H (-0.342, 0.089, 3.502)  -0.05
H (4.171, 2.393, -0.288)  0.00
H (4.538, 4.448, 0.994)  0.00
H (4.465, 4.404, 3.462)  0.00
H (4.036, 2.291, 4.661)  0.00
H (3.733, 0.196, 3.411)  0.00
N (-5.683, -2.255, 3.444)  0.00
C (-4.758, -3.050, 2.876)  0.00
O (-4.434, -4.151, 3.251)  0.00
C (-4.002, -2.484, 1.687)  0.00
C (-4.186, -3.003, 0.408)  0.01
C (-3.361, -2.582, -0.624)  0.00
C (-2.335, -1.704, -0.349)  0.02
N (-2.127, -1.229, 0.896)  -0.02
C (-2.976, -1.588, 1.887)  0.01
H (-6.232, -2.642, 4.199)  0.00
H (-6.035, -1.434, 2.981)  0.00
H (-4.965, -3.735, 0.228)  0.00
H (-3.494, -2.945, -1.633)  0.00
H (-1.654, -1.373, -1.120)  -0.01
H (-2.798, -1.166, 2.870)  -0.02

Run Q
The following is a DFT calculation (wB97M-V/def2-TZVPD) of a molecular structure, C30H26MoN4O3Sb.

Computed properties:
**Charge**: +3
**2S+1**: 3
**Frontier orbital gap (spin up / spin down)**: 5.7 / 5.5 eV
**E_HOMO (spin up / spin down)**: -0.61818 / -0.61816 Eh

Last column: Mulliken spin population.
Positions of all 65 atoms, in Å:
Mo (-0.392, 0.114, 1.129)  1.93
O (-1.742, -1.378, 1.077)  -0.02
N (-1.585, -2.409, 1.860)  0.01
N (-0.546, -2.334, 2.554)  0.02
O (0.227, -1.241, 2.422)  0.06
C (-0.106, -3.384, 3.426)  0.00
C (0.993, -3.146, 4.242)  0.01
C (1.400, -4.161, 5.091)  0.00
C (0.715, -5.368, 5.118)  0.01
C (-0.386, -5.577, 4.293)  0.00
C (-0.813, -4.584, 3.433)  0.00
H (1.514, -2.201, 4.226)  0.00
H (2.250, -4.004, 5.739)  0.00
H (1.039, -6.153, 5.787)  0.00
H (-0.915, -6.519, 4.322)  0.00
H (-1.668, -4.738, 2.791)  0.00
C (1.757, 3.579, -4.377)  0.00
C (2.463, 2.381, -4.274)  0.00
C (1.921, 1.318, -3.580)  0.00
C (0.673, 1.468, -2.960)  0.02
C (-0.026, 2.682, -3.045)  0.02
C (0.516, 3.730, -3.767)  0.00
Sb (-0.220, -0.025, -1.845)  -0.01
C (0.407, -1.832, -2.591)  0.00
C (0.898, -1.949, -3.901)  0.00
C (1.250, -3.193, -4.385)  0.00
C (1.118, -4.317, -3.572)  0.01
C (0.614, -4.210, -2.277)  0.00
C (0.239, -2.975, -1.790)  0.01
C (1.416, 0.491, 0.361)  -0.17
C (1.232, 1.863, 0.610)  0.00
C (2.334, 2.658, 0.917)  -0.01
C (3.595, 2.077, 0.935)  0.04
C (3.772, 0.725, 0.642)  -0.02
C (2.685, -0.088, 0.360)  0.09
H (2.182, 4.401, -4.938)  0.00
H (3.431, 2.283, -4.744)  0.00
H (2.469, 0.386, -3.505)  0.00
H (-0.994, 2.822, -2.573)  -0.01
H (-0.027, 4.661, -3.857)  0.00
H (0.983, -1.079, -4.541)  0.00
H (1.618, -3.295, -5.396)  0.00
H (1.395, -5.290, -3.957)  0.00
H (0.501, -5.096, -1.668)  0.00
H (-0.194, -2.894, -0.798)  0.00
H (0.279, 2.371, 0.434)  0.00
H (2.212, 3.720, 1.081)  0.00
H (4.459, 2.684, 1.173)  0.00
H (4.767, 0.301, 0.673)  0.00
H (2.813, -1.150, 0.193)  0.00
N (-4.686, 4.847, -0.789)  0.00
C (-3.664, 3.993, -0.763)  0.00
O (-2.926, 3.770, -1.710)  0.00
C (-3.395, 3.245, 0.532)  0.01
C (-4.030, 3.394, 1.760)  0.01
C (-3.618, 2.613, 2.833)  0.00
C (-2.598, 1.704, 2.661)  0.02
N (-1.982, 1.549, 1.472)  -0.05
C (-2.377, 2.317, 0.444)  0.04
H (-4.875, 5.343, -1.648)  0.00
H (-5.314, 4.992, -0.018)  0.00
H (-4.830, 4.107, 1.908)  0.00
H (-4.087, 2.709, 3.802)  0.00
H (-2.261, 1.077, 3.478)  -0.01
H (-1.881, 2.213, -0.511)  -0.01

Which is the most stable structure? run Q is the most stable.